Record 1
The following is a DFT calculation (wB97M-V/def2-TZVPD) of a structure of composition C6H20AlBrNO10P2S2.

Geometry as XYZ:
```
43
Properties=species:S:1:pos:R:3:forces:R:3:nbo_charge:R:1
O -4.179 5.012 1.932 1.44 2.29 -0.43 -0.35
N -3.026 5.370 2.119 -3.02 -3.26 0.77 0.34
O -2.463 4.354 2.848 2.19 0.72 -0.80 -0.70
Al -0.915 3.908 1.863 -1.27 1.24 0.97 1.02
P 0.656 2.654 3.041 -1.41 -2.40 3.70 0.79
O -0.037 2.036 4.350 1.57 1.32 -2.77 -1.13
P -1.519 2.859 -0.118 0.37 -0.07 -2.16 0.33
O -1.781 4.182 -1.273 1.32 0.18 1.92 -0.99
Br -3.486 1.714 0.105 0.19 0.70 0.02 -0.28
H -0.210 5.274 1.472 0.20 0.15 -0.35 -0.40
H 1.764 3.495 3.486 -0.24 -0.61 -0.75 -0.07
H 1.207 1.543 2.264 0.14 1.14 0.34 -0.04
H -1.139 4.910 -0.965 -1.57 -1.39 -0.47 0.49
O 2.993 -0.060 2.671 1.37 -0.34 0.01 -0.91
S 4.260 -0.637 3.058 -0.16 -0.18 0.05 2.35
O 5.485 0.135 3.075 -1.03 -0.39 -0.21 -0.93
O 4.510 -1.999 2.197 -0.19 0.48 1.16 -0.72
C 4.486 -1.918 0.779 0.11 0.22 -1.12 -0.08
C 5.744 -1.262 0.238 0.19 0.32 0.04 -0.64
C 4.071 -1.401 4.651 0.04 -0.20 -0.06 -0.88
H 3.588 -1.394 0.436 0.06 -0.01 0.19 0.20
H 4.427 -2.943 0.398 -0.09 0.07 0.40 0.19
H 5.805 -0.213 0.541 -0.03 -0.15 -0.06 0.23
H 5.761 -1.296 -0.855 -0.07 -0.09 0.10 0.21
H 6.637 -1.763 0.624 -0.13 -0.01 -0.08 0.21
H 3.169 -2.015 4.647 0.12 0.12 -0.07 0.26
H 3.981 -0.605 5.393 -0.01 0.01 -0.26 0.26
H 4.956 -2.004 4.861 -0.10 0.11 -0.10 0.24
O -1.688 -2.165 -2.819 -0.77 -0.27 -0.93 -0.91
S -2.824 -2.683 -3.549 -0.48 0.38 0.32 2.35
O -2.825 -2.794 -4.993 0.30 0.19 1.02 -0.93
O -4.166 -1.882 -3.083 0.82 -1.51 -0.11 -0.71
C -4.185 -0.466 -3.200 0.08 1.38 -0.28 -0.08
C -4.341 -0.029 -4.645 0.16 -0.07 -0.33 -0.64
C -3.254 -4.269 -2.875 -0.18 0.03 0.08 -0.88
H -3.288 -0.029 -2.749 -0.09 -0.18 0.01 0.21
H -5.044 -0.106 -2.624 0.19 -0.39 0.08 0.20
H -3.468 -0.311 -5.241 -0.10 0.07 0.09 0.22
H -4.456 1.056 -4.713 -0.03 -0.11 0.14 0.22
H -5.213 -0.509 -5.102 0.04 0.09 0.09 0.21
H -3.291 -4.196 -1.787 0.00 0.07 -0.17 0.25
H -2.483 -4.980 -3.178 -0.03 0.24 -0.03 0.25
H -4.220 -4.576 -3.280 0.14 0.11 0.04 0.25
```
Forces are in eV/Å.

**Total charge**: -1

---

Record 2
The following is a DFT calculation (wB97M-V/def2-TZVPD) of a structure of composition C6H20CaO4.

Geometry as XYZ:
```
31
Properties=species:S:1:pos:R:3:forces:R:3:nbo_charge:R:1
Ca 11.749 -15.802 -21.504 0.44 0.39 0.23 1.90
C 9.449 -16.207 -23.769 0.23 -0.17 -0.45 -0.27
O 9.990 -16.846 -22.570 -0.22 0.07 -0.31 -0.85
H 10.153 -15.451 -24.118 -0.08 0.21 0.39 0.19
H 9.407 -16.916 -24.595 -0.26 -0.18 0.24 0.23
H 8.473 -15.792 -23.536 0.01 0.11 -0.16 0.21
H 9.396 -17.585 -22.374 0.20 0.04 0.16 0.53
C 12.003 -19.094 -21.333 -0.52 -0.17 -0.28 -0.27
O 12.723 -17.862 -21.016 -0.10 -0.67 0.36 -0.85
H 11.463 -18.922 -22.261 0.15 -0.04 -0.07 0.19
H 12.682 -19.931 -21.472 0.17 0.14 -0.02 0.23
H 11.279 -19.351 -20.559 0.17 0.15 0.15 0.20
H 13.408 -18.151 -20.394 0.05 0.50 -0.13 0.52
C 14.332 -14.846 -19.313 0.71 0.39 0.33 -0.27
O 13.760 -14.721 -20.644 -0.28 -0.27 -0.01 -0.84
H 13.929 -15.703 -18.782 -0.25 -0.05 -0.22 0.19
H 15.413 -14.967 -19.395 -0.09 -0.17 -0.06 0.22
H 14.163 -13.937 -18.736 -0.25 -0.06 -0.06 0.21
H 14.359 -14.138 -21.127 -0.15 -0.05 -0.12 0.52
C 11.106 -12.089 -23.670 -0.42 -0.47 0.55 -0.64
C 11.488 -12.492 -22.254 -0.16 1.64 0.33 0.09
C 11.168 -11.388 -21.242 -0.34 0.03 -0.23 -0.65
O 10.770 -13.711 -21.877 0.18 -0.38 -0.08 -0.86
H 10.048 -11.803 -23.678 0.11 0.23 0.03 0.22
H 11.167 -12.935 -24.357 0.48 0.18 -0.18 0.21
H 11.707 -11.233 -23.965 -0.01 -0.10 -0.33 0.26
H 12.565 -12.630 -22.130 -0.09 -0.82 -0.29 0.18
H 11.782 -10.506 -21.429 0.19 -0.16 0.04 0.25
H 11.330 -11.739 -20.224 0.06 0.08 0.03 0.22
H 10.141 -11.020 -21.334 -0.05 -0.27 0.02 0.23
H 9.830 -13.491 -21.980 0.13 -0.14 0.13 0.51
```
Forces are in eV/Å.

**Total charge**: +2

---

no.,gap between HOMO and LUMO (eV),LUMO (eV)
1,6.764,2.18
2,10.798,-7.08